No. 1
A 2-piece molecular cluster, C3H13N2 overall. Source: the OMol25 dataset; level of theory: ωB97M-V with the def2-TZVPD basis set.

Atoms and positions in Å:
C  -2.3579  -0.4980  -0.5746
N  -1.1914  -1.1878  0.0727
H  -3.3160  -0.9798  -0.3515
H  -2.2190  -0.5180  -1.6507
H  -2.3604  0.4813  -0.0934
H  -1.4453  -1.8158  0.8234
H  -0.7757  -1.7771  -0.6455
H  -0.0707  -0.1162  0.4238
C  1.1359  0.6997  -1.0312
N  0.6981  0.6903  0.3569
C  1.7610  0.3590  1.3462
H  1.9469  -0.0278  -1.1497
H  1.5694  1.6448  -1.3789
H  0.3317  0.5012  -1.7400
H  0.3280  1.6266  0.6693
H  2.3308  1.2679  1.5884
H  1.2293  0.1214  2.2672
H  2.4051  -0.4718  1.0675

Results
Strongest force on any atom: 0.0331 hartree/bohr
Multiplicity: 2
Orbital gap (spin up / spin down): 3.7 / 11.2 eV
E_HOMO (spin up / spin down): -2.617 / -10.495 eV

***

No. 2
A 2-piece molecular cluster, C3H13N2 overall. Source: the OMol25 dataset; level of theory: ωB97M-V with the def2-TZVPD basis set.

Atoms and positions in Å:
C  -1.0841  -0.5951  1.0965
N  -0.3961  0.0617  -0.0509
C  -0.7743  -0.4516  -1.4041
C  -0.5246  1.5260  0.0232
H  -1.0575  -1.6745  0.9889
H  -2.0995  -0.2138  1.1633
H  -0.5368  -0.3049  1.9911
H  -0.2870  0.1626  -2.1507
H  -0.4670  -1.4902  -1.4802
H  -1.8590  -0.3948  -1.4814
H  0.0656  1.9808  -0.7711
H  -0.1832  1.8998  0.9852
H  -1.5578  1.8418  -0.1226
N  2.3421  -0.4648  0.2619
H  0.6227  -0.1718  0.0577
H  2.8703  0.3804  0.4645
H  2.5191  -1.0224  1.1013
H  2.9612  -0.9150  -0.4150

Results
Strongest force on any atom: 0.0215 hartree/bohr
Net charge: +1
Orbital gap: 12.7 eV
E_HOMO: -15.606 eV

***

No. 3
A 2-piece molecular cluster, C3H13N2O overall. Source: the OMol25 dataset; level of theory: ωB97M-V with the def2-TZVPD basis set.

Atoms and positions in Å:
C  1.1492  0.5086  0.4843
C  -0.1873  0.6609  1.2439
C  -0.6209  -0.6136  1.9884
N  -0.9260  -1.7131  1.0607
N  0.9197  -0.4092  -0.6887
H  1.8405  -0.0500  1.1034
H  1.6036  1.4189  0.0958
H  -0.9410  0.8718  0.4791
H  -0.0640  1.4830  1.9157
H  0.1583  -0.8913  2.7039
H  -1.5066  -0.3442  2.5636
H  -1.8734  -1.6195  0.6981
H  -0.9126  -2.6295  1.4997
H  1.7462  -0.7363  -1.1812
H  0.3378  -1.2263  -0.3715
H  0.4343  0.0646  -1.4688
H  -0.7504  2.2006  -3.5118
H  -0.1127  0.9491  -4.0344
O  -0.2837  1.4093  -3.2005

Results
Strongest force on any atom: 0.0328 hartree/bohr
Net charge: +1
Orbital gap: 11.0 eV
E_HOMO: -13.929 eV

***

No. 4
A 2-piece molecular cluster, C3H13N2O overall. Source: the OMol25 dataset; level of theory: ωB97M-V with the def2-TZVPD basis set.

Atoms and positions in Å:
C  -1.2283  0.7913  -0.7022
N  -1.1739  1.9271  0.2993
C  0.0440  -0.0016  -0.5912
N  0.5350  -0.0919  0.8124
C  -0.2394  -1.0101  1.7169
H  -1.2522  1.2727  -1.6846
H  -2.2368  0.4225  -0.5258
H  -1.5447  2.7956  -0.0524
H  -1.8345  1.6812  1.0232
H  0.8249  0.5968  -1.0447
H  -0.0966  -1.0266  -0.9258
H  1.5240  -0.3171  0.7904
H  0.2824  0.8531  1.1589
H  0.0933  -2.0142  1.4214
H  -1.3100  -0.8984  1.5741
H  0.0713  -0.8444  2.7408
H  1.9745  -1.9433  -2.0547
H  3.2575  -1.1459  -2.0424
O  2.3095  -1.0467  -1.9136

Results
Strongest force on any atom: 0.0615 hartree/bohr
Net charge: +1
Orbital gap: 11.3 eV
E_HOMO: -14.264 eV

***

No. 5
A 2-piece molecular cluster, C3H13N2O overall. Source: the OMol25 dataset; level of theory: ωB97M-V with the def2-TZVPD basis set.

Atoms and positions in Å:
C  1.1303  -0.0255  2.8484
C  0.5154  -0.2172  1.4699
N  0.2402  1.0924  0.7875
H  1.1285  -0.9811  3.3660
H  2.1535  0.3542  2.7762
H  0.5734  0.7067  3.4413
H  1.1846  -0.7649  0.8114
H  -0.4369  -0.7361  1.5229
H  -0.4445  1.6264  1.3176
H  -0.1126  0.9163  -0.2263
H  1.0873  1.6556  0.7385
N  -0.5052  0.5443  -1.8230
C  -0.9694  -0.8063  -2.0848
O  -1.1113  -0.9560  -3.4720
H  0.3038  0.7274  -2.4117
H  -1.2175  1.2008  -2.1284
H  -0.2445  -1.5150  -1.6837
H  -1.9227  -0.9530  -1.5747
H  -1.3524  -1.8691  -3.6751

Results
Strongest force on any atom: 0.0088 hartree/bohr
Net charge: +1
Orbital gap: 11.1 eV
E_HOMO: -14.220 eV

***

No. 6
C3H13N2O2Ti as an isolated structure. Source: the OMol25 dataset; level of theory: ωB97M-V with the def2-TZVPD basis set.

Atoms and positions in Å:
C  2.3884  0.8024  1.0360
Ti  0.4666  1.4134  0.4805
N  -1.2519  2.5776  -0.5537
H  1.2725  2.8113  0.0497
H  -1.1934  2.6292  -1.5815
H  0.4165  2.2608  1.8461
H  3.0283  1.6417  1.3847
H  2.8427  0.3017  0.1493
H  2.1762  0.0672  1.8507
H  -2.1291  2.0926  -0.3144
H  -1.3282  3.5420  -0.2041
N  -0.5000  -2.5941  -1.3085
C  -1.0312  -2.3730  0.0990
C  -0.6075  -0.9487  0.4327
O  -0.7251  -0.2272  1.4697
O  -0.0427  -0.3975  -0.5743
H  -0.8663  -1.9566  -2.0287
H  -0.7318  -3.5104  -1.6364
H  0.5216  -2.5218  -1.4131
H  -2.1197  -2.4831  0.0618
H  -0.5858  -3.1274  0.7546

Results
Strongest force on any atom: 0.0564 hartree/bohr
Net charge: -1
Multiplicity: 3
Orbital gap (spin up / spin down): 3.9 / 6.5 eV
E_HOMO (spin up / spin down): -0.991 / -3.603 eV

***

No. 7
A 2-piece molecular cluster, C3H13N4 overall. Source: the OMol25 dataset; level of theory: ωB97M-V with the def2-TZVPD basis set.

Atoms and positions in Å:
C  -1.9781  0.5863  -0.3668
C  -0.6788  0.4477  -1.2639
C  0.2752  -0.7036  -0.5983
N  1.2530  -0.4025  0.1971
N  0.4804  -2.9821  -0.1725
N  -0.0037  -1.9081  -0.9697
N  0.9519  1.6825  1.7170
H  -2.1192  1.5477  0.0559
H  -2.8065  0.2041  -0.7735
H  -1.8892  -0.0073  0.5379
H  -0.0917  1.2687  -1.1585
H  -0.9258  0.3240  -2.3438
H  1.7287  -1.2774  0.5668
H  1.3554  0.5242  0.7083
H  1.4348  -3.1777  -0.4790
H  -0.0997  -3.8555  -0.1645
H  -0.6772  -2.1297  -1.8125
H  1.5634  2.4695  1.5181
H  -0.0065  1.6787  1.4787
H  1.1389  1.2010  2.6180

Results
Strongest force on any atom: 0.0898 hartree/bohr
Net charge: +1
Orbital gap: 11.1 eV
E_HOMO: -13.915 eV

***

No. 8
A 2-piece molecular cluster, C3H13N4 overall. Source: the OMol25 dataset; level of theory: ωB97M-V with the def2-TZVPD basis set.

Atoms and positions in Å:
C  -0.4396  -2.3365  -0.8964
C  -1.3491  -1.0772  -0.7144
C  -0.6271  0.2042  -0.5201
N  1.0009  -0.4146  1.0058
N  1.6779  2.1893  0.7996
N  -0.6421  0.8066  1.8120
N  -0.0562  0.2764  0.8349
H  0.3589  -1.9624  -1.4723
H  -0.1747  -2.7190  0.0388
H  -1.0787  -3.0550  -1.3592
H  -1.9677  -1.1206  0.2772
H  -1.8913  -0.9829  -1.5907
H  0.0462  0.2515  -1.4309
H  -1.3266  1.0720  -0.5285
H  1.5594  -0.1276  1.8404
H  1.2131  -1.0932  0.2172
H  2.1257  2.2313  -0.0755
H  0.9312  2.8792  0.8056
H  -1.5418  1.1572  1.7053
H  2.2798  2.4144  1.5697

Results
Strongest force on any atom: 0.1588 hartree/bohr
Net charge: +1
Multiplicity: 3
Orbital gap (spin up / spin down): 9.4 / 6.5 eV
E_HOMO (spin up / spin down): -12.286 / -14.096 eV

***

No. 9
A 3-piece molecular cluster, C3H13N4O overall. Source: the OMol25 dataset; level of theory: ωB97M-V with the def2-TZVPD basis set.

Atoms and positions in Å:
C  1.3094  0.4522  -1.4728
C  1.7725  0.1391  -0.0889
C  -0.6071  -1.0918  1.0860
N  2.5264  0.9988  0.6122
N  -1.1537  -0.0107  0.6047
N  -0.2166  -1.0608  2.3961
N  -2.5525  0.1383  -1.6551
O  1.5448  -0.9321  0.3921
H  1.0127  -0.4598  -1.9600
H  1.8700  1.1441  -2.0040
H  0.2871  0.8317  -1.4308
H  2.8268  0.6859  1.5129
H  2.9345  1.8001  0.1868
H  -1.7539  -0.1248  -0.2891
H  -1.2627  0.7648  1.3534
H  -0.0973  -0.1028  2.8003
H  0.1774  -1.8038  2.9730
H  -3.2460  -0.5571  -1.7324
H  -0.6325  -2.0935  0.5213
H  -2.8925  1.0249  -1.4885
H  -1.8470  0.2575  -2.3173

Results
Strongest force on any atom: 0.0546 hartree/bohr
Net charge: +1
Orbital gap: 11.0 eV
E_HOMO: -13.580 eV

***

No. 10
A 3-piece molecular cluster, C3H13NO2S overall. Source: the OMol25 dataset; level of theory: ωB97M-V with the def2-TZVPD basis set.

Atoms and positions in Å:
C  0.9693  0.8991  -0.5606
C  -0.2108  0.0457  -1.0281
C  -1.4117  0.9308  -1.1982
S  -2.9154  0.0091  -1.7421
N  0.1748  -0.7075  -2.2004
H  0.7253  1.2886  0.4292
H  1.7894  0.1974  -0.3729
H  1.1801  1.7502  -1.2039
H  -0.3776  -0.5842  -0.1371
H  -1.2921  1.6931  -1.9691
H  -1.6434  1.4614  -0.2762
H  -2.9907  -0.7383  -0.6305
H  -0.5497  -1.3850  -2.4146
H  1.0169  -1.2258  -1.9910
H  -0.5456  -0.7164  3.4331
H  -0.7412  0.7753  3.1755
O  -0.8540  -0.0927  2.7482
H  2.8603  -1.5183  1.3227
H  1.9453  -1.0563  2.4631
O  2.8706  -1.0264  2.1528

Results
Strongest force on any atom: 0.0316 hartree/bohr
Net charge: -1
Multiplicity: 2
Orbital gap (spin up / spin down): 2.4 / 9.3 eV
E_HOMO (spin up / spin down): 0.546 / -6.355 eV

***

No. 11
A 3-piece molecular cluster, C3H13NO2S overall. Source: the OMol25 dataset; level of theory: ωB97M-V with the def2-TZVPD basis set.

Atoms and positions in Å:
C  -1.4276  -0.9475  2.4297
N  -1.1003  -0.8667  1.0073
C  -0.8990  0.4823  0.4838
C  0.4261  0.8535  -0.1026
S  1.8144  0.7316  1.1133
H  -2.3584  -1.4959  2.5352
H  -1.5783  0.0106  2.9256
H  -0.6926  -1.5494  2.9701
H  -0.2774  -1.4339  0.8442
H  -1.5807  0.5757  -0.3678
H  -1.3415  1.2279  1.1490
H  0.6938  0.1714  -0.8963
H  0.4819  1.7963  -0.6340
H  2.2820  1.9840  1.0499
H  2.6614  -2.1529  -2.1166
H  1.8448  -1.4987  -0.9779
O  1.7734  -1.9099  -1.8450
H  0.0454  0.5763  -3.3736
H  -0.3911  2.1537  -3.3044
O  -0.3763  1.2916  -2.8900

Results
Strongest force on any atom: 0.0425 hartree/bohr
Orbital gap: 9.0 eV
E_HOMO: -8.468 eV
Structure (SMILES): CNCCS.O.O

***

No. 12
A 3-piece molecular cluster, C3H13NO2S overall. Source: the OMol25 dataset; level of theory: ωB97M-V with the def2-TZVPD basis set.

Atoms and positions in Å:
C  0.5677  -0.1495  -2.4180
N  -0.0563  0.9762  -1.7034
C  -0.8927  0.5304  -0.5817
C  -2.0178  1.5436  -0.3838
S  -2.9566  1.4688  1.1821
H  -0.1476  -0.9412  -2.6063
H  1.4759  -0.4898  -1.9276
H  0.8843  0.2395  -3.3910
H  0.7201  1.4458  -1.2600
H  -1.3591  -0.4141  -0.8570
H  -0.3936  0.4982  0.3970
H  -1.6086  2.5499  -0.2271
H  -2.6940  1.6182  -1.2211
H  -3.1158  0.1412  1.3203
H  -1.3369  -2.2330  2.6827
H  -1.5711  -3.2199  3.8335
O  -1.1831  -2.3642  3.6226
H  5.3833  0.1629  0.6685
H  5.3792  -1.1077  1.4658
O  4.9226  -0.2556  1.4046

Results
Strongest force on any atom: 0.0244 hartree/bohr
Orbital gap: 9.6 eV
E_HOMO: -8.967 eV
Structure (SMILES): CNCCS.O.O